A cluster of 15 separate species, C74H189N11O26 in total. Source: the OMol25 dataset; level of theory: ωB97M-V/def2-TZVPD.

The geometry in XYZ format:
```
300
Properties=species:S:1:pos:R:3:forces:R:3:lowdin_charge:R:1
O -0.454032 6.548206 7.422640 0.3 0.3 -0.7 -0.183
O 6.161748 -3.755234 3.712250 0.8 -0.3 0.1 -0.215
O -3.336042 4.169456 3.089910 -0.1 -1.5 0.8 -0.210
O 0.800118 12.354556 0.035000 0.2 1.4 -0.9 -0.214
O 1.608428 1.795916 3.172210 0.6 0.2 -0.3 -0.201
O 3.878228 -2.400814 -3.342720 0.6 -0.1 -0.6 -0.201
O -5.700372 -5.472004 -2.182590 1.1 0.3 0.7 -0.208
O 1.997788 3.674986 -3.365770 -1.1 0.4 1.2 -0.202
O 0.190578 -1.817844 -0.437830 0.0 0.6 0.9 -0.084
O -4.858732 -0.892244 0.865620 1.7 0.3 -0.6 -0.216
O 4.494318 -8.645154 -1.266160 -0.7 1.2 -0.4 -0.091
O 1.248038 -10.438584 2.688650 -0.3 -1.0 0.8 -0.173
O -3.939052 3.724706 -4.747170 -0.3 0.3 1.0 -0.219
O 4.472518 7.241076 -4.860520 0.5 -1.2 1.2 -0.174
O 0.536858 -1.862194 5.702550 -3.2 -0.1 0.1 -0.072
O -0.186102 -5.776414 -6.100830 -1.1 0.1 0.5 -0.206
O 2.642078 -6.778674 6.801200 0.9 0.3 0.7 -0.195
O -1.748872 -5.027074 2.539640 -0.2 0.4 0.2 -0.204
O 5.813198 -0.326694 -0.055630 1.2 -0.1 0.9 -0.195
O -1.760052 9.784926 0.985260 -0.8 -0.7 -1.3 -0.200
O -11.315652 -0.196134 0.924260 0.8 -0.9 0.2 -0.228
O -2.560102 2.708656 -2.343610 0.2 -0.6 1.5 -0.110
O -2.055682 -10.048304 -8.595930 1.6 -0.7 -0.1 -0.208
O 6.550188 4.001116 0.624090 0.5 0.0 -0.2 -0.224
O -2.070502 -1.830384 -3.303950 1.5 1.4 -1.3 -0.192
O 1.468808 6.048226 0.150280 -0.1 -0.3 0.3 -0.207
N -1.449022 -8.016044 1.500830 0.1 -2.1 1.4 -0.037
N -1.336592 5.254726 -3.583570 1.2 -0.9 -0.8 -0.074
N 0.199768 3.394836 5.458520 -1.1 -1.1 -1.4 -0.038
N 4.028958 -6.940864 4.062690 -1.4 1.4 0.8 -0.038
N -5.563252 -2.957694 -3.597980 0.5 -1.6 -1.1 -0.011
N -8.368022 0.151256 0.870380 -0.2 -0.4 1.1 -0.069
N 0.042178 -8.388394 -7.706980 -0.3 -1.3 0.2 -0.069
N 1.127888 9.498456 -0.969080 1.5 1.3 -0.8 -0.054
N 5.787068 -2.792584 -1.235980 0.9 -0.5 1.9 -0.026
N -3.173022 6.557886 2.007900 -3.8 -1.3 1.1 -0.082
N 5.900858 4.991586 -2.012050 -1.5 -1.4 -1.5 -0.068
C -6.964102 0.108486 0.561970 0.3 0.5 0.2 -0.218
C 2.727178 -6.327194 4.506380 1.3 -0.3 -1.4 -0.189
C -1.735742 -4.032304 3.579480 -0.4 -0.2 -0.6 -0.100
C -0.679702 -10.638514 -8.482620 -1.6 1.0 0.4 -0.164
C -2.253512 5.557186 -4.666220 -0.3 -0.3 1.0 -0.199
C -0.161532 5.188536 7.214640 0.5 -1.3 0.1 -0.246
C 7.936248 4.343276 0.653710 0.8 -1.7 1.5 -0.128
C 1.886848 -1.964794 5.820420 1.2 -0.7 -0.5 -0.352
C -12.546202 0.019826 1.546700 -0.1 0.1 0.3 -0.144
C 5.538368 4.986496 0.388880 2.5 0.5 -0.3 -0.158
C 0.316828 1.537476 3.586750 -1.1 1.8 0.7 -0.203
C 5.745338 5.685216 -3.296250 2.2 0.9 -0.7 -0.191
C 2.520468 1.692376 4.231500 0.9 0.2 0.0 -0.102
C 2.852798 -6.348234 8.163320 -0.4 1.0 -1.1 -0.094
C -0.591492 -4.434264 -5.986410 -0.1 0.1 0.3 -0.105
C -0.216862 4.781326 5.735310 0.8 1.2 0.4 -0.201
C -1.999202 2.741656 0.144210 -0.7 -1.6 -0.5 -0.060
C -3.818712 5.217676 3.866040 -1.2 1.2 0.1 -0.272
C -1.462192 -0.527514 -3.215110 0.6 -1.4 1.3 -0.071
C -6.731662 -5.070994 -1.340710 -0.4 -0.8 -0.4 -0.107
C -0.657202 -6.862534 1.303630 1.6 1.9 0.2 -0.221
C 2.721788 -5.666814 5.857900 -1.4 -1.7 0.7 -0.213
C 4.444728 -3.711734 -3.116440 -0.3 0.3 2.1 -0.170
C -2.807262 8.893146 1.426720 1.5 0.1 0.1 -0.172
C 2.210248 10.502576 -0.870930 -2.8 1.6 0.1 -0.193
C -2.918372 -10.804324 -9.426630 0.0 -0.1 0.3 -0.134
C 1.608088 11.920686 -1.101540 0.5 -0.3 0.4 -0.201
C 0.532788 -11.527274 3.288350 0.5 -0.6 0.1 -0.115
C -0.375772 2.855566 4.149540 -0.6 -1.1 1.1 -0.140
C -4.134952 3.041246 3.465420 0.7 -0.9 -0.5 -0.097
C -9.121272 -1.090174 0.784380 -1.3 -0.1 -0.3 -0.184
C -0.721042 -9.029074 2.391850 -0.3 1.1 0.4 -0.171
C 0.049178 -9.867894 -7.394840 -0.2 1.5 0.0 -0.198
C 2.797718 3.211056 -2.260750 -0.1 0.1 -1.2 -0.092
C 0.832708 -6.095954 -6.991460 0.8 -1.7 0.6 -0.202
C 2.731598 -1.992984 -2.560680 0.8 -2.1 0.0 -0.073
C -10.444442 -1.121484 1.662310 0.4 2.0 -2.0 -0.141
C -3.430922 -1.667264 -3.182610 -1.5 -1.5 1.2 -0.270
C 2.363428 -2.469674 4.446010 0.7 1.2 1.3 -0.054
C 4.438628 6.374296 -3.650730 -1.2 -0.1 -0.6 -0.163
C 0.465358 -9.742234 1.750520 -0.5 -0.1 -0.6 -0.234
C 0.986338 -7.694364 -6.853150 0.3 1.9 -1.1 -0.200
C -5.925372 -5.493314 -3.555960 1.3 -1.4 -0.2 -0.256
C -4.782322 2.973456 -5.588950 -0.1 -0.4 -0.2 -0.109
C 0.397188 7.236636 8.318710 0.1 -0.2 -0.1 -0.108
C -0.570092 -5.840954 2.499660 -0.8 -0.2 -0.2 -0.186
C -2.199832 11.123776 1.084130 -0.2 0.0 1.2 -0.111
C -3.047432 2.966916 -0.992770 0.7 2.0 0.2 -0.230
C 6.064538 1.022206 0.434460 -0.6 -1.2 -0.3 -0.069
C 3.243918 7.913206 -5.020550 -0.4 0.3 0.3 -0.131
C -2.403062 7.438076 1.241280 1.6 0.3 0.5 -0.234
C 1.533178 -0.232584 0.729650 -0.1 -0.3 0.1 -0.071
C -0.068962 4.753786 -4.195340 -0.4 -0.1 1.6 -0.163
C 5.161458 -6.075384 4.331680 1.5 1.0 -1.8 -0.209
C -3.160572 6.519126 3.505100 1.4 -0.9 -2.5 -0.145
C 7.516708 -4.068724 3.287930 -1.2 -0.7 1.4 -0.079
C 5.965668 5.798976 -0.842110 -1.2 -0.3 0.0 -0.218
C 0.909758 4.566296 -2.981930 0.5 -0.3 -1.6 -0.167
C 3.928138 -7.497304 -1.971100 -0.3 -0.3 1.2 -0.265
C 0.706968 5.129716 0.940160 0.1 0.6 -0.7 -0.091
C 0.787538 7.289586 -0.033430 1.5 0.2 -0.6 -0.205
C 5.183008 -4.754914 3.422580 -0.1 -0.4 0.3 -0.195
C -2.871082 4.364306 -5.440680 -0.4 0.9 -0.1 -0.188
C 6.520888 -1.369054 0.640600 0.1 0.3 0.7 -0.230
C 2.976808 -6.654734 -1.059190 0.5 -0.6 -0.4 -0.076
C -3.920652 -1.945024 1.139880 -0.6 0.7 0.7 -0.077
C 0.487208 13.806036 0.027850 0.2 -1.2 0.5 -0.084
C 1.763258 8.224886 -0.824360 -1.9 -1.8 1.2 -0.217
C 5.950688 -2.698464 0.282610 -1.5 -0.6 -1.7 -0.195
C -6.232472 -4.167224 -4.249790 0.9 -0.2 0.5 -0.176
C 0.257558 -0.414094 -0.034550 0.2 -0.9 -1.7 -0.299
C -4.037392 -2.996424 -3.621920 -0.8 -0.2 0.0 -0.170
C 4.860968 -3.876194 -1.601010 -0.2 1.4 -0.8 -0.223
C -6.216332 -1.062254 1.182690 0.9 0.2 -0.4 -0.223
H 1.207768 4.178356 1.119670 0.6 0.2 -0.2 0.084
H -7.254032 -4.246934 -1.826680 -0.4 0.3 0.7 0.083
H -0.527982 -1.987974 -1.051280 -0.2 0.2 -0.1 0.054
H 1.499078 -0.792874 1.664000 -0.1 0.4 0.3 0.066
H -5.174002 3.101496 3.141630 0.0 0.3 -0.5 0.090
H 0.083928 -2.009004 6.536160 0.0 0.1 0.0 0.096
H 3.403758 -7.908554 -2.833660 0.0 0.2 0.0 0.108
H 5.346558 -3.907264 -3.696590 0.1 1.0 -0.2 0.117
H -13.236002 0.340756 0.766140 -0.1 0.1 0.3 0.089
H -4.217112 2.852756 4.535850 0.5 0.5 0.4 0.088
H 5.319948 -5.047434 2.381530 -0.3 -0.2 -0.2 0.107
H -3.536762 -3.204654 -4.567490 -0.9 0.1 -0.7 0.110
H 5.408268 -5.715694 5.330580 -0.4 -0.3 0.5 0.107
H -5.907912 -4.349154 -5.274320 0.0 0.6 -0.1 0.111
H -0.053082 -12.128354 2.592970 -0.7 0.7 -0.5 0.089
H 0.254098 8.310756 8.200830 -0.5 -0.1 0.2 0.087
H 2.932838 10.290146 -1.658860 0.2 0.1 0.3 0.117
H -12.461032 0.752216 2.349480 0.0 0.5 -0.1 0.082
H -3.316922 4.836846 -6.315910 0.1 -0.2 -0.5 0.116
H 2.134128 -7.224794 -0.668020 -0.1 -0.2 -0.4 0.056
H 0.319288 0.733066 4.322280 -0.3 0.0 0.3 0.117
H -6.762762 0.141746 -0.508760 0.1 -0.5 -0.4 0.117
H -10.990012 -2.064774 1.687790 0.5 -0.3 0.2 0.112
H -2.940522 5.624416 1.700220 -0.3 -0.1 0.1 0.084
H -0.030492 -11.238424 4.175700 -0.3 0.3 -0.2 0.085
H -0.278492 1.197126 2.739480 0.0 0.1 -0.2 0.107
H 3.667048 5.629396 -3.845410 0.0 -0.3 -0.1 0.105
H 4.036768 6.894136 -2.781030 0.2 0.7 0.0 0.096
H -2.115572 6.318376 3.741280 0.5 0.8 0.8 0.102
H 4.631208 4.397526 0.253680 -0.1 0.5 0.0 0.117
H -0.894512 4.588126 7.753480 0.0 -0.2 0.3 0.121
H 5.133118 1.520956 0.166500 0.6 0.6 -0.5 0.084
H -3.933762 -2.738484 0.392650 -0.1 0.0 0.0 0.087
H -1.249382 -4.369824 4.494710 0.3 -0.1 -0.1 0.078
H -9.448542 -1.247104 -0.243420 -0.5 -0.1 -0.3 0.112
H 6.115948 1.140836 1.516770 0.1 -0.7 0.3 0.080
H -3.267452 11.271636 0.921570 -0.2 -0.4 -0.6 0.081
H 2.857998 -0.992454 -2.147080 0.0 0.0 -0.3 0.086
H -0.200272 14.108276 -0.762170 0.1 -0.3 -0.3 0.081
H -0.387662 -9.944354 -6.399140 -0.3 -0.6 0.1 0.115
H -0.389002 -0.698874 -3.298800 0.0 0.3 -0.9 0.086
H -5.308312 3.590146 -6.317730 0.4 0.2 -0.4 0.087
H -3.575942 7.400496 3.993730 0.0 -0.2 -0.1 0.124
H 3.334298 2.373836 3.983680 0.3 -0.3 0.1 0.099
H -6.604442 -6.301754 -3.826860 -1.0 0.2 0.0 0.119
H 6.410888 -1.175224 1.707570 -0.2 -0.2 0.3 0.114
H -0.185202 4.882786 0.364700 -0.5 0.1 0.4 0.064
H -3.066612 -11.800784 -9.010470 0.2 -0.3 -0.1 0.078
H 6.569148 6.397976 -3.333660 -0.1 1.1 0.0 0.109
H -0.968132 -6.307514 0.418540 -0.3 0.1 0.0 0.121
H 2.372498 -0.685314 0.201760 0.0 0.2 -0.3 0.066
H 1.163708 -12.347974 3.629670 1.0 0.6 0.2 0.080
H -7.322102 -4.146274 -4.269410 0.0 1.1 0.1 0.102
H 1.974458 -7.110944 4.421310 0.0 0.0 0.5 0.116
H -7.401182 -5.922294 -1.217740 -0.6 0.1 0.1 0.088
H 8.438768 5.308646 0.714010 -1.3 0.8 -0.7 0.087
H -4.209712 2.171396 -6.054690 0.0 0.0 -0.4 0.090
H -1.211722 5.155106 5.493120 -0.1 -0.8 -1.1 0.101
H -3.580162 -1.513724 -2.113850 -0.8 0.4 0.3 0.118
H 2.002628 7.770836 -1.785940 0.0 0.0 -0.2 0.095
H 0.302448 0.153456 -0.964050 0.2 0.3 -0.1 0.088
H -0.901372 -8.117274 -7.469690 -0.2 0.4 -0.1 0.098
H -0.349232 -8.570354 3.308060 0.5 0.7 0.0 0.098
H 0.253768 5.418516 -4.996640 0.4 0.4 0.4 0.106
H -1.530142 -0.225374 -2.170030 -0.6 0.6 0.1 0.064
H 3.470388 -6.299774 -0.154490 0.4 0.1 -0.1 0.063
H -0.630352 -0.010034 0.451710 -0.2 -0.5 0.5 0.087
H 6.719368 4.401596 -2.057380 -0.2 -0.2 -0.2 0.112
H -1.932882 0.211756 -3.863200 0.3 -0.1 -0.1 0.089
H -5.004032 -5.979124 -3.877240 0.4 0.6 -0.5 0.120
H 3.583578 2.626806 -2.739480 0.3 0.3 0.2 0.089
H -1.303772 -4.383054 -5.162910 -0.5 -0.2 -0.4 0.076
H 1.060688 11.880756 -2.043280 -0.4 0.3 0.1 0.116
H 8.181018 -3.271854 3.622290 -0.3 0.3 -0.6 0.090
H -10.304872 -0.667884 2.643570 0.3 -0.4 0.2 0.113
H -0.455222 3.701516 3.466780 0.3 -0.3 -0.7 0.095
H -1.710412 4.384116 -3.233740 -0.1 -0.1 1.1 0.053
H -3.015032 6.076266 -4.084200 -0.7 0.4 -1.1 0.120
H 3.201548 8.726846 -4.296480 -0.3 0.1 0.2 0.078
H 0.668898 -5.808324 -8.029990 -0.4 0.0 -0.2 0.116
H 3.798438 -4.531154 -3.431030 -0.7 0.1 0.2 0.099
H 7.536928 -4.332504 2.230520 0.3 0.3 0.0 0.070
H -12.941702 -0.852124 2.067630 -0.1 -0.5 -0.3 0.078
H 4.102598 -7.831274 4.533690 0.4 0.0 0.1 0.104
H -5.769792 -3.183784 -2.635520 0.1 0.6 0.4 0.053
H 1.353038 14.468126 0.036120 0.5 -0.4 -0.5 0.076
H 0.559798 7.795216 0.904960 0.2 -0.1 0.4 0.110
H -0.378792 3.852366 -4.724060 1.0 -0.6 0.2 0.100
H 7.010678 1.394406 0.041530 -0.4 0.3 -0.4 0.082
H 7.007598 6.115206 -0.792240 -0.2 0.9 0.8 0.109
H 0.905638 -7.907734 -5.787290 0.0 -0.2 0.2 0.109
H 0.512258 5.613936 1.897090 -0.5 -0.2 0.2 0.081
H -4.051622 2.557456 -0.883070 0.3 -0.5 0.4 0.110
H -3.648972 2.155536 3.056230 -0.2 0.0 -0.3 0.081
H -2.905882 9.103466 2.491680 -0.5 -0.1 0.3 0.115
H 4.757928 -6.866844 -2.290600 -0.1 0.1 -0.3 0.085
H 6.109118 5.077776 -4.124980 -0.7 -0.8 0.1 0.122
H 2.178228 -2.618814 6.642280 0.1 -0.2 0.1 0.104
H -2.430162 7.096256 0.206620 -0.2 0.3 -0.1 0.127
H 5.583158 5.639906 1.260170 -0.8 0.2 0.2 0.118
H -1.360812 -9.759064 2.887740 -0.7 -0.1 -0.9 0.106
H -3.318242 2.901956 -2.899900 -0.1 0.1 -0.6 0.048
H 6.509968 -3.547594 0.675370 0.4 0.2 -0.2 0.088
H 0.208998 6.892056 9.335550 0.0 0.3 0.2 0.086
H -3.662852 5.035906 4.929420 -0.2 -0.2 0.2 0.122
H -8.478512 -1.959374 0.923800 -0.1 0.2 0.7 0.095
H 0.572538 5.362766 5.259000 -0.5 0.9 -0.3 0.122
H 6.013358 -6.646024 3.961910 0.3 -0.1 0.4 0.107
H 4.249298 -4.204484 3.538000 -0.1 -0.3 -0.2 0.081
H -6.305722 -4.887814 -0.354240 -0.1 0.5 -0.1 0.092
H 2.670148 -2.728894 -1.758950 -0.4 0.5 0.4 0.064
H 1.941988 -8.039484 -7.247790 0.4 0.4 0.4 0.109
H 3.837628 -5.893664 8.270860 0.2 0.0 0.0 0.080
H 1.812518 -2.143764 -3.126940 0.0 0.5 -0.2 0.076
H 2.745238 -7.082814 8.961400 -0.2 -0.6 -0.7 0.084
H -2.293262 1.934656 0.815300 0.0 -0.6 -0.4 0.052
H 5.379448 -1.891324 -1.440130 -0.2 0.0 -0.6 0.078
H 2.289138 2.503526 -1.605890 -0.5 0.2 0.2 0.071
H -0.177242 7.176286 -0.527850 0.0 -0.2 -0.4 0.114
H 4.708348 -8.247684 -0.418920 0.3 -0.4 0.4 0.062
H -1.843832 3.511876 0.899670 -0.1 0.7 -0.8 0.042
H -0.573702 -6.368394 3.453540 0.4 -0.4 0.2 0.102
H 5.225048 6.588796 -0.967710 0.4 0.5 0.1 0.115
H 2.870698 0.665556 4.336750 0.2 -0.1 -0.1 0.079
H -6.552892 -1.967334 0.677060 -0.2 -0.4 0.5 0.104
H 2.146828 1.999236 5.208400 -0.3 -0.1 -0.1 0.077
H 0.345998 -7.212484 1.060260 0.2 0.3 0.1 0.085
H -3.748922 9.087576 0.913330 -0.1 0.1 -0.1 0.126
H -2.093532 11.337616 2.147650 0.3 0.9 0.2 0.089
H -5.601642 2.484026 -5.062380 0.3 0.1 0.7 0.088
H -6.258812 -1.089594 2.271520 -0.8 -0.3 0.1 0.133
H -0.108512 -10.526124 -9.404140 -0.3 0.1 -0.3 0.117
H 0.304978 -5.191754 2.469770 0.3 -0.1 -0.3 0.108
H 3.204608 4.062366 -1.715030 0.1 -0.1 0.2 0.063
H -1.648872 11.820976 0.452890 0.3 -0.4 0.1 0.073
H 1.136628 -9.065374 1.221980 0.0 0.1 0.2 0.110
H -3.891832 -0.846374 -3.731980 0.3 0.2 -0.3 0.123
H 8.506618 3.715526 -0.030920 -0.3 0.2 -0.7 0.082
H -2.153872 3.594526 -5.725560 0.2 0.1 -0.2 0.118
H -4.875362 5.241106 3.599500 -0.5 0.5 0.6 0.125
H 1.149948 3.446916 5.120070 0.3 0.5 0.8 0.057
H -2.750202 -3.753584 3.864550 -0.3 -0.5 -0.2 0.073
H 2.625798 -5.776744 -1.601430 -0.1 0.0 0.0 0.061
H -3.636862 -3.816594 -3.026110 -0.1 0.0 0.6 0.113
H 4.982368 -2.776034 0.777020 -0.6 -0.1 -0.1 0.106
H 2.358018 7.285256 -4.925880 0.0 -0.5 0.5 0.074
H 7.592968 -1.530314 0.527710 0.5 1.2 -0.9 0.122
H 1.936768 -3.409714 4.096170 -0.1 0.1 0.3 0.060
H -1.399092 2.506526 4.287720 -0.3 0.3 0.4 0.093
H 0.103688 -10.465614 1.019760 -0.2 0.0 -0.3 0.121
H -1.665982 6.194946 -5.326660 -0.7 0.3 -0.4 0.114
H 0.840948 4.885066 7.516350 0.1 0.3 0.7 0.115
H 3.069958 8.358916 -5.999930 1.0 -0.1 -0.3 0.084
H 0.376698 9.732586 -0.335850 0.0 -0.4 0.4 0.088
H -1.075572 2.456376 -0.359410 0.2 0.1 0.3 0.068
H 8.297598 3.942416 1.600720 -0.1 -0.2 0.4 0.078
H -3.166252 4.049226 -0.941820 -0.5 0.3 -0.2 0.096
H 1.705848 -5.544714 -6.642370 0.6 -0.3 -0.1 0.110
H 4.025848 -3.737534 -0.914390 -0.6 -0.7 -0.1 0.080
H 2.423238 -5.618464 3.736020 0.1 0.3 0.0 0.085
H -1.431422 7.137766 1.633490 1.3 1.5 -0.5 0.094
H -3.913522 -10.360164 -9.448930 0.2 0.4 0.2 0.082
H 0.335928 4.303016 -2.093390 -0.1 -1.1 -0.1 0.101
H 5.286578 -4.868734 -1.453280 0.2 0.1 0.1 0.099
H 1.079598 -10.204394 -7.280330 0.1 -0.1 -0.3 0.113
H 1.457098 7.092326 8.109250 0.2 -0.4 -0.2 0.081
H 2.078358 -1.643394 3.794790 0.3 -0.3 -0.5 0.057
H -6.637462 1.089846 0.905960 0.8 -0.2 0.3 0.114
H -0.994842 -4.055914 -6.925690 -0.3 0.0 0.0 0.090
H 0.022518 14.077656 0.975680 -0.3 -0.6 0.1 0.076
H 3.523518 -4.962734 6.080600 0.2 -0.2 -0.1 0.113
H 7.852328 -4.923094 3.875740 0.1 -0.4 -0.2 0.077
H -2.574582 -10.872554 -10.458740 0.2 -0.1 -0.1 0.083
H -8.693672 0.960666 0.361540 -1.0 -0.5 0.1 0.115
H 1.690158 0.838046 0.860900 0.2 -0.2 0.4 0.072
H 0.153348 -3.719114 -5.637310 0.8 -0.2 -0.3 0.080
H -4.057282 -2.335134 2.148460 -0.6 -0.5 0.1 0.073
H 3.445788 -2.539594 4.554140 0.2 0.0 -0.6 0.072
H 2.457308 12.593666 -1.219920 0.0 0.3 0.0 0.108
H 2.105098 -5.569524 8.313890 0.0 0.2 0.5 0.076
H -1.339572 -3.080334 3.226080 0.7 -0.1 -0.1 0.080
H -2.261362 -7.674184 1.994130 -0.5 -0.5 0.1 0.100
H 2.253578 -0.964174 6.049260 0.8 0.0 -0.1 0.101
H 2.604798 10.568076 0.143040 0.7 -0.5 0.1 0.117
H -2.919582 -1.527104 1.246110 0.0 0.3 -0.7 0.077
H -0.781052 -11.698794 -8.251030 0.0 -0.1 0.1 0.112
H 2.684218 8.278726 -0.243810 0.2 0.0 0.2 0.109
H 1.287268 5.523426 -2.622080 0.4 0.4 -0.5 0.096
H 1.766318 -5.143474 5.893810 -0.1 0.4 0.3 0.112
```
Forces are in eV/Å.

Values from the calculation:
maximum force: 0.0810 Eh/bohr
HOMO: -8.23 eV
ΔE to the lowest compared entry with this formula, charge and spin: 847.5 kJ/mol
calculated total energy: -5490.47998 Eh
spin multiplicity: 1
gap between HOMO and LUMO: 8.58 eV